Computed, not measured: a 14-piece molecular cluster, C42H119N7O14 overall at a distorted geometry, with ωB97M-V/def2-TZVPD.

```
! wB97M-V def2-TZVPD RIJCOSX def2/J DEFGRID3
* xyz 0 1
C 2.8627 6.3793 0.2111
C 4.1189 5.5492 0.1382
C 4.0340 4.2897 1.0505
O 4.0171 4.7094 2.4060
C 4.0631 3.6068 3.3878
N 4.3689 5.0954 -1.2333
H 2.9364 7.2717 -0.4105
H 2.6790 6.5819 1.2662
H 2.0142 5.7834 -0.1251
H 4.9799 6.1522 0.4267
H 4.9222 3.6893 0.8537
H 3.2049 3.6307 0.7931
H 4.8771 2.9199 3.1558
H 3.1166 3.0666 3.4074
H 4.1323 3.9452 4.4216
H 5.3137 4.7456 -1.3060
H 4.4770 5.9374 -1.7805
C 0.6586 -1.7153 -0.1546
C -0.5930 -2.0736 0.6284
C -1.5190 -0.8640 0.9687
O -0.8150 -0.0149 1.8974
C -1.6376 1.1166 2.3329
N -1.3102 -3.1934 -0.0288
H 0.3850 -1.3068 -1.1274
H 1.3760 -2.5263 -0.2802
H 1.2646 -1.0224 0.4291
H -0.1497 -2.4137 1.5643
H -2.4514 -1.2314 1.3973
H -1.8166 -0.3150 0.0753
H -1.0067 1.8446 2.8429
H -2.3091 0.7036 3.0856
H -2.1817 1.4642 1.4547
H -1.9467 -3.6249 0.6260
H -0.6252 -3.9356 -0.0182
C 1.4759 11.3939 3.8076
C 0.4827 10.6803 4.7173
C 1.2520 10.1178 5.9350
O 0.6184 9.1008 6.6982
C 0.6633 7.8191 6.0432
N -0.6060 11.5606 5.0136
H 2.3290 10.7629 3.5581
H 1.9099 12.2470 4.3292
H 0.9865 11.7941 2.9197
H 0.0528 9.8792 4.1160
H 1.5093 10.9258 6.6198
H 2.2856 9.8501 5.7158
H 0.4580 6.9129 6.6130
H 1.6857 7.6206 5.7215
H -0.0190 7.7822 5.1940
H -1.2710 10.9950 5.5215
H -0.2220 12.1920 5.7021
C 3.8071 -8.1375 3.8803
C 5.1295 -7.4989 4.0010
C 5.0287 -5.9309 3.7907
O 4.4622 -5.1710 4.8762
C 4.1390 -3.7551 4.6915
N 5.6960 -7.9192 5.2656
H 3.3736 -7.8426 2.9247
H 3.1504 -7.8513 4.7019
H 3.7593 -9.2255 3.8365
H 5.6933 -7.9802 3.2019
H 4.4535 -5.6917 2.8962
H 6.0054 -5.5307 3.5185
H 4.0139 -3.3865 3.6733
H 4.9322 -3.1156 5.0787
H 3.3352 -3.4895 5.3780
H 5.3702 -8.8463 5.4991
H 5.1308 -7.3785 5.9045
C 4.1669 -3.0895 -7.4002
C 4.1325 -1.7177 -6.9278
C 5.1720 -0.8001 -7.5840
O 6.4967 -1.2103 -7.1792
C 7.5417 -0.4873 -7.8191
N 2.8079 -1.1677 -7.0968
H 5.1304 -3.5790 -7.2584
H 3.9530 -3.0629 -8.4687
H 3.4464 -3.7084 -6.8653
H 4.2752 -1.6791 -5.8479
H 5.0608 0.2753 -7.4452
H 5.1885 -0.8779 -8.6711
H 7.6112 -0.5803 -8.9029
H 8.4631 -0.7573 -7.3032
H 7.3288 0.5749 -7.6990
H 2.7537 -0.3163 -6.5562
H 2.2089 -1.8007 -6.5862
C -3.9638 8.5770 0.4758
C -3.7095 9.6421 -0.5516
C -4.7150 9.6036 -1.7030
O -4.3814 8.5501 -2.6180
C -5.0900 8.5681 -3.8911
N -3.6368 10.9495 0.1182
H -4.9175 8.6973 0.9897
H -3.1251 8.3602 1.1373
H -3.9816 7.5971 -0.0012
H -2.7243 9.4590 -0.9804
H -4.6106 10.5818 -2.1723
H -5.7057 9.4863 -1.2640
H -4.8841 9.4906 -4.4340
H -6.1639 8.5909 -3.7059
H -4.8780 7.6978 -4.5121
H -4.4833 11.2592 0.5738
H -2.9470 11.0290 0.8517
C 2.4775 -9.2120 -8.9925
C 1.6534 -10.4281 -8.5255
C 0.4030 -10.0292 -7.7353
O 0.7434 -9.2912 -6.5941
C -0.3545 -8.9868 -5.7735
N 1.3389 -11.0764 -9.7569
H 1.9823 -8.4355 -9.5756
H 3.2965 -9.6136 -9.5893
H 2.9173 -8.7488 -8.1093
H 2.2340 -11.0680 -7.8610
H -0.1154 -10.9250 -7.3933
H -0.2556 -9.4521 -8.3843
H -0.7670 -9.8901 -5.3242
H -1.1540 -8.6205 -6.4175
H -0.0642 -8.3308 -4.9528
H 0.8337 -10.5246 -10.4354
H 0.7231 -11.8536 -9.5647
C 8.7067 -4.3820 -1.3587
C 7.7249 -5.0958 -2.2303
O 7.9958 -6.4495 -2.2740
H 9.6405 -4.1789 -1.8830
H 8.9548 -4.9373 -0.4542
H 8.2806 -3.4039 -1.1352
H 7.7822 -4.6498 -3.2232
H 6.7557 -5.0163 -1.7380
H 7.1957 -6.8204 -2.6534
C -1.8579 2.8489 -4.5062
C -0.6489 3.4798 -3.7516
O 0.5813 3.0155 -4.4232
H -2.7859 3.2874 -4.1394
H -1.9065 1.7617 -4.5688
H -1.7033 3.2531 -5.5066
H -0.6762 3.1283 -2.7202
H -0.6541 4.5677 -3.8191
H 1.2856 3.3744 -3.8784
C -6.7278 -7.9270 3.0173
C -5.8772 -7.0154 2.1383
O -4.5660 -7.4895 2.2356
H -6.2603 -8.2112 3.9601
H -6.8742 -8.8500 2.4563
H -7.7531 -7.5849 3.1579
H -5.9910 -5.9561 2.3686
H -6.2232 -7.2199 1.1251
H -4.6081 -8.4477 2.1947
C -5.1998 -4.5926 -3.9167
C -4.3459 -3.5129 -4.6028
O -2.9808 -3.7580 -4.4047
H -5.0343 -4.7000 -2.8447
H -5.0691 -5.5831 -4.3526
H -6.2452 -4.2989 -4.0116
H -4.6037 -2.5358 -4.1942
H -4.6527 -3.4730 -5.6480
H -2.7145 -3.8695 -3.4891
C -7.0455 3.6359 0.7905
C -7.5244 2.1573 0.9012
O -8.3410 2.0214 1.9928
H -7.9129 4.2775 0.6353
H -6.3366 3.8034 -0.0204
H -6.4584 3.9107 1.6668
H -6.5905 1.6012 0.9834
H -8.0891 1.7785 0.0494
H -8.4959 1.0795 2.0950
C -1.8545 1.4330 9.1202
C -0.6295 1.3575 10.0413
O -1.0137 1.4133 11.3944
H -2.3000 2.4180 9.2596
H -2.5442 0.5988 9.2493
H -1.4959 1.3422 8.0949
H 0.1722 2.0140 9.7033
H -0.2544 0.3381 9.9501
H -1.7082 0.7779 11.5829
C -6.1499 -1.3493 5.8272
C -7.2296 -0.7858 6.8531
O -6.8425 -1.1250 8.1833
H -6.2065 -1.2312 4.7451
H -6.1105 -2.4169 6.0435
H -5.1898 -0.9298 6.1278
H -8.2249 -1.1741 6.6369
H -7.3435 0.2973 6.8975
H -7.4479 -0.7983 8.8528
*
```

Results
Kohn-Sham gap in hartree: 0.33395
Relative energy (zero: lowest compared OMol25 entry of this formula, charge and spin) in eV: 7.156
LUMO level in eV: 0.0

These are the Löwdin partial charges, in e, on atoms 1 to 99:
1 C -0.064
2 C -0.446
3 C -0.212
4 O -0.199
5 C -0.066
6 N 0.022
7 H 0.077
8 H 0.076
9 H 0.080
10 H 0.134
11 H 0.112
12 H 0.125
13 H 0.081
14 H 0.075
15 H 0.079
16 H 0.065
17 H 0.065
18 C -0.073
19 C -0.431
20 C -0.189
21 O -0.214
22 C -0.068
23 N 0.029
24 H 0.081
25 H 0.072
26 H 0.076
27 H 0.126
28 H 0.114
29 H 0.118
30 H 0.083
31 H 0.078
32 H 0.080
33 H 0.061
34 H 0.062
35 C -0.073
36 C -0.467
37 C -0.213
38 O -0.176
39 C -0.097
40 N 0.042
41 H 0.075
42 H 0.076
43 H 0.078
44 H 0.129
45 H 0.125
46 H 0.113
47 H 0.081
48 H 0.082
49 H 0.078
50 H 0.074
51 H 0.073
52 C -0.111
53 C -0.442
54 C -0.162
55 O -0.201
56 C -0.078
57 N 0.035
58 H 0.077
59 H 0.087
60 H 0.080
61 H 0.133
62 H 0.109
63 H 0.114
64 H 0.080
65 H 0.072
66 H 0.081
67 H 0.065
68 H 0.061
69 C -0.075
70 C -0.494
71 C -0.174
72 O -0.203
73 C -0.114
74 N 0.032
75 H 0.086
76 H 0.093
77 H 0.084
78 H 0.137
79 H 0.118
80 H 0.121
81 H 0.082
82 H 0.089
83 H 0.076
84 H 0.072
85 H 0.070
86 C -0.088
87 C -0.439
88 C -0.201
89 O -0.196
90 C -0.082
91 N 0.026
92 H 0.081
93 H 0.073
94 H 0.071
95 H 0.139
96 H 0.119
97 H 0.124
98 H 0.079
99 H 0.077



Computed, not measured: a 15-piece molecular cluster, C42H121N7O18 overall at a distorted geometry, with ωB97M-V/def2-TZVPD.

```
! wB97M-V def2-TZVPD RIJCOSX def2/J DEFGRID3
* xyz 0 1
C 1.3162 -0.3180 -10.0229
O -0.0491 -0.5729 -9.9425
H 1.4520 0.7554 -9.8909
H 1.8717 -0.8659 -9.2618
H 1.5996 -0.5291 -11.0541
H -0.5737 -0.1009 -10.5934
C 0.4998 -7.3137 -3.9434
O 0.7940 -6.0495 -4.4030
H 1.4256 -7.6592 -3.4835
H -0.2245 -7.3867 -3.1321
H 0.0436 -7.9055 -4.7370
H 0.8821 -5.3416 -3.7606
C -0.6678 5.3933 -10.9746
O -0.1955 6.6202 -10.5474
H -1.5950 5.4357 -11.5460
H 0.0010 4.7040 -11.4900
H -0.9715 4.9449 -10.0287
H -0.9394 7.0551 -10.1242
C 3.5393 -5.8761 7.3997
O 2.5229 -6.6944 6.8411
H 4.4956 -5.9353 6.8799
H 3.1603 -4.8612 7.5198
H 3.8045 -6.2868 8.3739
H 1.7796 -6.7393 7.4470
C -3.8067 -6.0154 3.3693
O -3.4397 -5.7258 2.0146
H -2.9634 -6.0151 4.0598
H -4.5858 -5.3619 3.7618
H -4.2342 -7.0127 3.4736
H -2.7679 -5.0431 2.0786
C -6.2510 -2.3603 8.7864
O -5.1336 -2.2978 9.6652
H -7.0948 -1.7306 9.0686
H -5.9663 -2.0413 7.7837
H -6.5714 -3.4011 8.7402
H -4.9057 -1.3838 9.8503
C 6.3483 3.2075 1.8765
O 5.1601 2.9427 2.5973
H 7.0661 3.8556 2.3793
H 6.9350 2.3030 1.7158
H 6.1481 3.7208 0.9360
H 4.7442 3.8028 2.6914
C 7.8879 -1.5287 4.4791
O 6.4900 -1.3503 4.7151
H 8.1363 -1.8046 3.4543
H 8.4782 -0.6942 4.8576
H 8.1275 -2.3617 5.1401
H 6.1286 -0.5025 4.4464
C -6.7416 -0.1104 -2.1838
O -8.0467 -0.4528 -2.6106
C -8.3103 -0.2002 -3.9729
C -9.8466 -0.0136 -4.1544
N -10.3523 1.3426 -3.8795
C -10.0956 1.7654 -2.5116
C -10.8340 3.0154 -2.1328
O -12.2491 2.8179 -2.1729
C -13.0051 4.0270 -2.2994
H -6.6124 0.9704 -2.1255
H -5.8977 -0.6271 -2.6408
H -6.7200 -0.4617 -1.1522
H -7.9911 -1.0820 -4.5285
H -7.7156 0.6108 -4.3934
H -10.2692 -0.8164 -3.5502
H -10.1612 -0.1570 -5.1882
H -11.3601 1.2763 -3.8922
H -9.0282 1.9540 -2.3960
H -10.4149 0.9612 -1.8487
H -10.4804 3.7777 -2.8271
H -10.5389 3.4133 -1.1619
H -14.0111 3.7684 -2.6300
H -12.6012 4.6112 -3.1262
H -12.9729 4.6286 -1.3910
C -2.6934 11.2971 0.8257
O -2.4335 9.9983 0.3489
C -1.0134 9.7844 0.1478
C -0.8859 8.3701 -0.3554
N -1.3270 7.4195 0.6206
C -1.2671 6.0612 0.0819
C -2.0733 5.1967 1.1151
O -3.4693 5.5833 0.9973
C -4.2201 5.0348 2.0219
H -2.2433 11.2978 1.8185
H -3.7633 11.4942 0.8923
H -2.2171 12.0523 0.2004
H -0.4293 9.9744 1.0482
H -0.7633 10.5307 -0.6062
H 0.1222 8.1373 -0.6985
H -1.4958 8.1866 -1.2400
H -2.3040 7.6056 0.7966
H -0.2995 5.6019 -0.1203
H -1.8833 6.0344 -0.8168
H -1.6370 5.2112 2.1139
H -2.0187 4.2228 0.6286
H -3.9678 3.9926 2.2172
H -5.2797 5.0911 1.7724
H -4.0253 5.5490 2.9630
C -0.4956 -0.9655 2.7482
O -0.1305 -1.5562 1.5198
C 1.2994 -1.6737 1.3672
C 1.6253 -2.5241 0.1223
N 1.2494 -1.8342 -1.1001
C 2.1011 -0.6908 -1.3762
C 1.6881 0.0464 -2.6541
O 0.4425 0.7251 -2.3404
C -0.2973 1.1846 -3.4751
H -1.5332 -0.6398 2.8211
H 0.0583 -0.0490 2.9512
H -0.3141 -1.6845 3.5471
H 1.6426 -2.0771 2.3199
H 1.8078 -0.7112 1.4260
H 1.0703 -3.4512 0.2653
H 2.6460 -2.9055 0.1508
H 0.2863 -1.5331 -1.0581
H 3.0887 -1.0525 -1.6623
H 2.1192 0.0927 -0.6186
H 1.4962 -0.6851 -3.4391
H 2.3962 0.8239 -2.9408
H 0.2658 1.6852 -4.2628
H -1.1007 1.8861 -3.2506
H -0.8143 0.4088 -4.0397
C 7.4938 -7.1925 0.4211
C 8.5923 -8.0593 -0.2064
C 8.2831 -8.3774 -1.6485
O 7.1094 -9.1968 -1.7484
C 6.6346 -9.5793 -2.9917
N 9.8423 -7.3251 -0.1428
H 7.6667 -7.0934 1.4927
H 6.5343 -7.7079 0.3789
H 7.4333 -6.1972 -0.0192
H 8.7383 -8.9773 0.3628
H 9.1211 -8.9192 -2.0871
H 8.2667 -7.4674 -2.2483
H 7.4630 -10.0702 -3.5025
H 6.3029 -8.7363 -3.5978
H 5.7957 -10.2703 -2.9086
H 10.0325 -6.8613 0.7340
H 10.5598 -7.9990 -0.3691
C 3.1324 -3.1215 15.7164
C 1.6878 -3.1279 15.0978
C 1.7287 -2.8709 13.5372
O 2.1033 -1.5342 13.2556
C 1.7839 -1.0965 11.9541
N 0.9904 -4.3710 15.5232
H 3.0437 -3.3006 16.7879
H 3.7038 -2.1986 15.6171
H 3.7220 -3.9277 15.2799
H 0.9897 -2.4065 15.5224
H 0.7166 -3.0207 13.1613
H 2.3885 -3.6247 13.1076
H 2.2034 -1.7185 11.1634
H 2.1617 -0.0742 11.9364
H 0.7195 -1.0212 11.7315
H 1.4976 -5.1393 15.1077
H 1.1929 -4.4652 16.5082
C 11.7178 -7.7742 -7.2919
C 11.5644 -6.5549 -8.2391
C 10.1956 -5.9934 -8.1961
O 9.8613 -5.4186 -6.9519
C 8.5883 -4.7995 -6.8887
N 12.5853 -5.5716 -7.8328
H 12.7261 -8.1833 -7.3557
H 11.1250 -8.5468 -7.7814
H 11.3396 -7.6092 -6.2830
H 11.7792 -6.9375 -9.2368
H 9.3803 -6.6763 -8.4347
H 10.1514 -5.2148 -8.9576
H 8.6260 -4.0139 -7.6433
H 8.2861 -4.3599 -5.9381
H 7.7987 -5.4667 -7.2341
H 12.2073 -5.0791 -7.0361
H 12.6691 -4.7907 -8.4678
C -6.5441 8.4835 -2.4447
C -6.9726 9.8881 -3.0046
C -7.9247 10.5665 -2.0253
O -9.0865 9.7974 -1.8449
C -9.9887 10.4174 -0.9215
N -5.8414 10.6827 -3.1805
H -7.4331 7.8608 -2.3437
H -6.1225 8.7130 -1.4661
H -5.7234 8.1488 -3.0792
H -7.3563 9.7340 -4.0131
H -8.2030 11.5267 -2.4597
H -7.4265 10.7161 -1.0674
H -9.8010 9.9266 0.0335
H -11.0271 10.3562 -1.2473
H -9.7285 11.4712 -0.8222
H -6.1908 11.5734 -3.5040
H -5.5218 10.9377 -2.2570
*
```

Results
Kohn-Sham gap in hartree: 0.33169
LUMO level in eV: 0.2

These are the Löwdin partial charges, in e, on atoms 1 to 99:
1 C -0.180
2 O -0.128
3 H 0.071
4 H 0.085
5 H 0.075
6 H 0.077
7 C -0.198
8 O -0.115
9 H 0.076
10 H 0.071
11 H 0.083
12 H 0.082
13 C -0.201
14 O -0.109
15 H 0.074
16 H 0.081
17 H 0.074
18 H 0.081
19 C -0.167
20 O -0.127
21 H 0.079
22 H 0.075
23 H 0.069
24 H 0.071
25 C -0.167
26 O -0.115
27 H 0.073
28 H 0.069
29 H 0.073
30 H 0.066
31 C -0.168
32 O -0.123
33 H 0.072
34 H 0.070
35 H 0.079
36 H 0.070
37 C -0.181
38 O -0.113
39 H 0.070
40 H 0.077
41 H 0.075
42 H 0.073
43 C -0.158
44 O -0.131
45 H 0.073
46 H 0.073
47 H 0.075
48 H 0.067
49 C -0.114
50 O -0.210
51 C -0.223
52 C -0.187
53 N -0.057
54 C -0.230
55 C -0.232
56 O -0.192
57 C -0.098
58 H 0.083
59 H 0.087
60 H 0.086
61 H 0.114
62 H 0.120
63 H 0.114
64 H 0.112
65 H 0.098
66 H 0.117
67 H 0.124
68 H 0.118
69 H 0.121
70 H 0.085
71 H 0.080
72 H 0.084
73 C -0.119
74 O -0.214
75 C -0.193
76 C -0.239
77 N -0.071
78 C -0.192
79 C -0.187
80 O -0.197
81 C -0.147
82 H 0.086
83 H 0.085
84 H 0.082
85 H 0.123
86 H 0.117
87 H 0.122
88 H 0.117
89 H 0.099
90 H 0.120
91 H 0.112
92 H 0.123
93 H 0.113
94 H 0.082
95 H 0.090
96 H 0.086
97 C -0.125
98 O -0.195
99 C -0.212



Question: Which of these has the highest LUMO level?
Answer: C42H121N7O18



Question: Number 2 is which compound?
Answer: C42H121N7O18



Question: Among the records above, which one has the highest LUMO level?
Answer: C42H121N7O18



Question: Among the records above, which one has the highest Kohn-Sham gap?
Answer: C42H119N7O14